[1]
118
Properties=species:S:1:pos:R:3:mulliken_charge:R:1 method="wB97M-V/def2-TZVPD" total_charge=+1 lumo_ev=-2.7
C -6.732 -4.075 1.457 -1.04
C -6.771 -3.474 -0.060 0.71
C -6.510 -1.890 -0.002 -0.93
C -5.633 -1.303 -1.211 -0.87
C -4.209 -2.067 -1.418 0.02
N -3.025 -1.178 -1.025 0.70
C -2.825 -1.320 0.440 -1.32
C -1.866 -2.478 0.962 1.02
C -1.422 -2.001 2.434 -0.25
C -2.682 -1.551 3.374 -0.73
C -2.611 0.029 3.619 -0.11
O -1.855 0.343 4.832 -0.34
C -1.557 1.753 4.900 -0.60
C -0.662 -2.935 -0.007 1.91
C -0.853 -4.460 -0.571 -1.70
C -1.715 -4.583 -1.918 0.54
P -1.600 -6.409 -2.500 0.92
O -0.560 -7.222 -1.728 -0.78
O -3.136 -7.143 -2.175 -0.49
C -4.078 -6.610 -3.159 0.26
C -5.554 -6.350 -2.577 -1.00
O -1.375 -6.496 -4.199 -0.39
C -1.369 -7.880 -4.661 -0.23
C -2.371 -8.131 -5.918 -1.04
C 0.786 -2.970 0.715 -0.54
C 1.148 -4.246 1.581 0.03
O 2.380 -4.535 1.619 -0.53
Br -0.003 -5.429 2.648 -0.11
C -0.484 -1.866 -1.224 -0.28
C 0.425 -0.595 -0.880 -1.51
O -0.060 0.178 0.262 -0.14
C 1.034 0.827 0.963 -0.14
C 1.735 2.002 0.111 -0.84
C -1.823 -1.322 -1.897 -1.05
H -5.728 -4.641 1.541 0.26
H -6.795 -3.252 2.256 0.26
H -7.599 -4.791 1.665 0.30
H -7.831 -3.711 -0.451 0.50
H -6.031 -4.048 -0.722 -0.84
H -7.549 -1.388 -0.084 0.43
H -6.098 -1.530 1.018 0.31
H -5.522 -0.178 -1.047 0.27
H -6.246 -1.452 -2.175 0.39
H -4.165 -2.958 -0.691 0.03
H -4.185 -2.383 -2.512 0.30
H -3.391 -0.212 -1.182 0.56
H -3.866 -1.502 0.910 -0.18
H -2.502 -0.290 0.855 0.20
H -2.527 -3.417 1.125 0.28
H -0.843 -2.767 3.038 0.14
H -0.750 -1.059 2.386 -0.15
H -2.523 -2.043 4.409 0.45
H -3.687 -1.937 2.997 0.22
H -2.059 0.600 2.773 0.02
H -3.667 0.498 3.653 0.29
H -2.393 2.377 5.381 0.25
H -0.632 1.869 5.584 0.24
H -1.274 2.234 3.903 0.23
H -1.431 -5.086 0.210 0.26
H 0.165 -4.943 -0.836 0.47
H -1.242 -3.984 -2.766 0.34
H -2.830 -4.403 -1.763 -0.56
H -3.729 -5.606 -3.617 0.26
H -4.187 -7.419 -3.974 0.10
H -5.774 -5.221 -2.509 0.08
H -6.291 -6.751 -3.375 0.38
H -5.793 -6.914 -1.615 0.26
H -0.296 -8.165 -4.936 0.41
H -1.763 -8.567 -3.823 0.30
H -1.830 -8.563 -6.831 0.28
H -3.156 -8.913 -5.603 0.29
H -2.939 -7.170 -6.193 0.26
H 1.034 -2.044 1.331 0.01
H 1.547 -2.964 -0.158 0.57
H 0.086 -2.451 -2.046 0.55
H 1.553 -0.834 -0.773 0.58
H 0.384 0.143 -1.774 0.47
H 0.561 1.336 1.888 0.10
H 1.760 0.025 1.336 0.31
H 2.247 1.489 -0.786 0.27
H 2.577 2.424 0.770 0.16
H 0.992 2.812 -0.200 0.26
H -2.063 -2.014 -2.792 0.26
H -1.617 -0.296 -2.389 0.37
C 5.323 6.283 3.988 -1.30
C 4.194 5.257 3.997 0.33
C 4.474 4.025 3.111 -0.80
O 4.306 4.258 1.715 -0.26
C 5.423 4.863 1.080 -0.58
N 2.942 5.922 3.618 -0.74
H 5.348 6.872 3.069 0.20
H 5.199 6.990 4.813 0.37
H 6.296 5.797 4.110 0.34
H 4.092 4.900 5.028 0.41
H 3.743 3.252 3.369 0.36
H 5.463 3.598 3.316 0.39
H 6.372 4.532 1.512 0.35
H 5.340 5.949 1.130 0.01
H 5.406 4.581 0.026 0.31
H 2.176 5.257 3.715 0.25
H 2.983 6.095 2.612 0.33
C 7.400 10.081 -2.025 -1.39
C 6.221 9.138 -2.243 0.32
C 5.789 8.387 -0.966 -0.72
O 6.641 7.303 -0.606 -0.30
C 7.804 7.683 0.114 -0.79
N 6.549 8.208 -3.331 -0.74
H 8.351 9.552 -1.939 0.28
H 7.496 10.768 -2.871 0.35
H 7.260 10.683 -1.122 0.35
H 5.372 9.752 -2.563 0.41
H 4.809 7.938 -1.155 0.32
H 5.657 9.074 -0.120 0.45
H 7.619 8.532 0.778 0.36
H 8.617 7.910 -0.578 0.26
H 8.118 6.831 0.722 0.27
H 5.727 7.642 -3.536 0.27
H 7.219 7.532 -2.961 0.34

=====

[2]
112
Properties=species:S:1:pos:R:3:mulliken_charge:R:1 method="wB97M-V/def2-TZVPD" total_charge=+2 lumo_ev=-5.2
N -0.135 0.043 1.089 0.56
O 0.992 -0.151 1.548 -0.54
O -1.115 -0.297 1.755 -0.55
O -0.244 0.525 -0.029 0.38
C 2.633 2.755 1.390 -0.83
C 1.921 4.019 0.770 -0.25
C 0.406 3.792 0.860 -1.41
C -0.258 2.696 -0.061 -1.31
N -1.779 2.505 0.364 0.94
C -1.933 1.874 1.788 -0.74
C -3.218 1.099 1.777 -1.37
C -3.391 0.511 0.329 0.10
C -2.420 1.370 -0.529 -0.93
C -2.593 3.838 0.293 -1.18
C -2.543 4.664 -1.109 -0.29
C -3.334 5.969 -0.991 -1.30
H 2.370 1.964 0.687 -0.16
H 2.204 2.638 2.385 0.55
H 3.714 2.885 1.353 0.40
H 2.184 4.316 -0.245 0.46
H 2.059 4.873 1.433 0.49
H -0.001 4.776 0.626 0.47
H 0.049 3.666 1.882 0.53
H 0.306 1.802 0.206 -0.17
H -0.229 2.756 -1.149 1.51
H -1.868 2.569 2.625 0.62
H -1.042 1.275 1.973 0.83
H -4.127 1.668 1.969 0.55
H -3.179 0.226 2.428 0.88
H -4.437 0.515 0.022 0.71
H -3.034 -0.516 0.252 -1.53
H -2.979 1.751 -1.384 0.81
H -1.574 0.780 -0.882 -0.50
H -2.393 4.561 1.084 0.40
H -3.603 3.449 0.417 0.77
H -2.995 4.074 -1.906 0.36
H -1.507 4.855 -1.391 0.23
H -4.224 5.796 -0.387 0.34
H -3.624 6.253 -2.003 0.39
H -2.645 6.725 -0.613 0.34
C 1.697 -3.399 -2.530 -0.93
C 0.675 -4.064 -1.665 -1.11
C 0.023 -3.131 -0.609 1.41
C -0.972 -3.905 0.300 -1.79
N -1.757 -2.953 1.292 0.92
C -2.699 -3.753 2.238 -0.54
C -3.865 -2.787 2.539 -1.15
C -3.874 -1.711 1.492 -0.39
C -2.821 -2.173 0.472 -0.47
C -0.812 -2.112 2.169 -1.19
C 0.317 -2.861 2.897 -0.26
C 1.242 -1.909 3.688 -1.27
H 2.575 -3.220 -1.910 0.31
H 1.273 -2.437 -2.819 -0.79
H 1.954 -4.034 -3.377 0.87
H 1.129 -4.909 -1.148 0.45
H 0.001 -4.580 -2.348 0.51
H -0.526 -2.324 -1.095 -0.01
H 0.745 -2.645 0.048 0.40
H -0.478 -4.610 0.968 0.29
H -1.745 -4.424 -0.266 0.60
H -2.143 -4.163 3.082 0.37
H -3.082 -4.517 1.562 0.47
H -3.681 -2.378 3.532 0.44
H -4.869 -3.168 2.730 0.44
H -3.733 -0.794 2.065 -0.63
H -4.831 -1.426 1.055 0.88
H -2.391 -1.327 -0.063 1.39
H -3.387 -2.753 -0.257 0.43
H -1.414 -1.482 2.824 0.56
H -0.319 -1.462 1.447 0.25
H 0.832 -3.550 2.227 0.58
H -0.111 -3.530 3.642 0.45
H 1.693 -1.222 2.971 0.29
H 2.053 -2.501 4.111 0.45
H 0.751 -1.330 4.470 0.35
C 0.177 -1.687 -4.924 -1.51
C 1.516 -1.508 -4.271 -0.26
C 1.419 -0.772 -2.993 0.43
C 2.832 -0.383 -2.536 -1.31
N 2.726 0.438 -1.199 0.94
C 1.947 1.850 -1.534 -0.25
C 2.879 2.974 -0.973 -0.72
C 3.887 2.254 -0.062 -0.88
C 4.117 0.925 -0.730 -0.83
C 2.030 -0.259 0.007 0.64
C 2.574 -1.662 0.272 -0.70
C 1.797 -2.276 1.449 -0.47
H -0.664 -1.990 -4.300 0.26
H 0.215 -2.369 -5.774 0.40
H -0.170 -0.765 -5.390 0.42
H 2.099 -0.977 -5.024 0.53
H 2.032 -2.463 -4.162 0.32
H 0.931 -1.465 -2.309 -0.24
H 0.844 0.130 -3.203 0.70
H 3.232 0.333 -3.255 0.72
H 3.548 -1.204 -2.511 0.24
H 0.964 1.750 -1.075 -0.61
H 1.875 1.910 -2.620 0.98
H 2.255 3.728 -0.493 -0.64
H 3.338 3.358 -1.883 0.66
H 3.476 2.166 0.944 -0.25
H 4.781 2.871 0.022 0.68
H 4.496 0.170 -0.042 0.39
H 4.782 0.924 -1.593 0.58
H 0.989 -0.328 -0.311 -0.37
H 2.076 0.362 0.902 0.40
H 3.647 -1.720 0.455 0.87
H 2.481 -2.340 -0.577 -0.58
H 0.719 -2.163 1.563 -2.00
H 2.240 -1.799 2.323 0.08
H 2.046 -3.337 1.452 0.22

=====

[3]
145
Properties=species:S:1:pos:R:3:mulliken_charge:R:1 method="wB97M-V/def2-TZVPD" smiles="CCOS(C)(=O)=O.CCOS(C)(=O)=O.CCOS(C)(=O)=O.CCOS(C)(=O)=O.CCOS(C)(=O)=O.CCOS(C)(=O)=O.CCOS(C)(=O)=O.O=C1OCCO1.O=C1OCCO1.O=C1OCCO1.O=C1OCCO1" lumo_ev=0.1
O 11.981 14.306 16.638 -0.62
S 13.377 14.283 16.924 1.13
O 14.222 13.518 16.083 -0.33
O 13.951 15.693 17.157 -0.32
C 14.467 16.477 16.009 0.85
C 13.614 17.728 15.797 -1.28
C 13.663 13.765 18.624 -1.16
H 14.506 15.851 15.056 -0.09
H 15.461 16.823 16.250 -0.22
H 13.734 18.496 16.553 0.37
H 12.552 17.528 15.677 0.34
H 13.991 18.153 14.842 0.28
H 14.728 13.766 18.816 0.29
H 13.179 12.785 18.577 0.41
H 13.084 14.339 19.312 0.39
O 20.303 14.523 15.872 -0.17
S 20.828 15.042 17.144 1.04
O 22.045 15.809 17.315 -0.65
O 19.578 15.917 17.824 -0.45
C 18.541 16.353 16.995 -0.24
C 19.010 17.356 15.955 -0.34
C 20.825 13.797 18.404 -1.13
H 17.834 16.870 17.640 0.37
H 18.010 15.506 16.536 0.17
H 18.127 17.617 15.344 0.23
H 19.769 16.978 15.300 -0.35
H 19.473 18.245 16.417 0.38
H 20.891 14.417 19.292 0.42
H 21.682 13.166 18.339 0.40
H 19.937 13.173 18.388 0.29
O 22.974 15.582 9.215 -0.60
S 22.773 16.765 9.968 1.17
O 21.598 17.563 9.794 -0.60
O 22.727 16.244 11.433 -0.21
C 22.169 17.072 12.447 -0.23
C 22.030 16.259 13.664 -0.81
C 24.243 17.691 9.891 -1.12
H 21.166 17.421 12.108 0.18
H 22.773 17.991 12.658 0.42
H 21.706 16.886 14.497 0.36
H 22.995 15.829 14.002 0.41
H 21.313 15.412 13.634 -0.03
H 25.116 17.059 9.830 0.33
H 24.254 18.521 10.544 0.40
H 24.172 18.168 8.873 0.40
O 20.194 11.542 10.834 -0.33
S 21.562 11.418 10.448 1.18
O 22.591 11.079 11.402 -0.87
O 21.623 10.244 9.402 -0.14
C 22.872 9.634 9.051 -0.32
C 22.543 8.265 8.439 -1.13
C 22.054 12.874 9.700 -1.08
H 23.598 9.643 9.848 0.46
H 23.266 10.236 8.218 0.28
H 22.272 7.466 9.153 0.20
H 23.376 7.876 7.856 0.39
H 21.656 8.361 7.791 0.29
H 21.243 13.393 9.226 0.28
H 22.925 12.683 9.073 0.44
H 22.442 13.547 10.500 0.24
O 16.522 8.663 14.888 -0.73
S 16.581 9.562 13.793 1.04
O 17.850 9.901 13.297 -0.39
O 15.737 8.932 12.596 -0.21
C 14.312 8.932 12.563 0.10
C 13.863 8.189 11.356 -1.27
C 15.748 11.087 14.175 -1.08
H 13.936 9.958 12.616 0.08
H 13.923 8.463 13.516 0.39
H 14.416 7.250 11.261 0.33
H 14.146 8.844 10.501 0.21
H 12.803 8.017 11.255 0.39
H 14.952 10.931 14.881 0.61
H 15.594 11.681 13.275 0.06
H 16.505 11.537 14.796 0.42
O 9.599 15.184 11.782 -0.65
S 10.955 15.517 12.095 1.00
O 11.913 15.609 11.056 -0.50
O 11.045 16.799 13.115 -0.12
C 10.960 18.191 12.610 -0.34
C 9.520 18.542 12.328 -1.06
C 11.513 14.363 13.326 -0.78
H 11.567 18.225 11.719 0.27
H 11.444 18.906 13.243 0.38
H 9.287 19.568 11.976 0.38
H 8.834 18.191 13.128 0.28
H 9.182 17.877 11.496 0.25
H 10.975 14.597 14.296 0.39
H 12.543 14.427 13.666 -0.05
H 11.371 13.386 12.867 0.49
O 20.676 9.769 16.523 -0.68
S 21.309 9.750 15.224 1.23
O 22.726 9.813 15.094 -0.66
O 20.799 8.387 14.537 -0.28
C 21.589 7.884 13.421 0.26
C 21.024 6.547 12.815 -1.33
C 20.669 10.976 14.200 0.55
H 22.616 7.669 13.755 0.35
H 21.692 8.610 12.620 -0.04
H 21.624 6.256 11.960 0.40
H 20.005 6.662 12.403 0.26
H 21.007 5.761 13.564 0.37
H 20.834 11.869 14.826 -0.05
H 19.627 10.778 13.996 -0.23
H 21.321 11.044 13.335 -0.06
C 17.322 10.553 9.117 -0.58
C 16.612 11.376 10.169 0.34
O 17.305 12.629 10.017 0.73
C 18.054 12.638 8.929 0.12
O 18.696 13.619 8.551 -0.64
O 18.001 11.465 8.326 -0.44
H 16.592 9.971 8.598 0.45
H 18.017 9.855 9.578 0.26
H 16.682 10.976 11.180 -0.41
H 15.543 11.521 10.006 0.19
C 14.972 15.522 10.811 0.63
C 14.230 15.144 9.533 -0.61
O 13.746 13.794 9.846 -0.38
C 14.132 13.411 11.032 -0.40
O 13.824 12.392 11.616 -0.54
O 15.059 14.299 11.490 0.93
H 14.307 16.221 11.335 0.09
H 16.001 15.864 10.709 -0.41
H 14.817 15.067 8.629 0.37
H 13.291 15.673 9.380 0.31
C 18.769 15.038 11.772 1.14
C 18.638 14.215 13.067 1.47
O 17.604 14.941 13.701 -0.06
C 17.207 16.061 13.097 0.17
O 16.293 16.762 13.433 -0.56
O 18.038 16.269 11.972 -0.28
H 18.316 14.534 10.937 -0.37
H 19.812 15.206 11.523 -0.11
H 19.453 14.193 13.770 -0.74
H 18.406 13.149 12.962 -0.61
C 17.548 16.754 7.588 -0.22
C 18.197 17.366 8.832 0.60
O 17.255 18.282 9.320 -0.34
C 16.075 17.988 8.780 0.71
O 15.065 18.493 9.119 -0.56
O 16.150 16.995 7.859 -0.38
H 17.799 15.709 7.548 0.17
H 17.764 17.261 6.643 0.27
H 19.141 17.867 8.677 0.44
H 18.480 16.635 9.625 -0.67

=====

[4]
118
Properties=species:S:1:pos:R:3:mulliken_charge:R:1 method="wB97M-V/def2-TZVPD" total_charge=+2 lumo_ev=-4.8
Mg -0.333 0.658 0.012 1.11
C 1.435 -2.528 2.933 -1.43
C 1.122 -1.047 3.139 0.60
Ge -0.751 -0.601 2.748 0.10
C -1.213 1.208 3.396 0.32
C -2.721 1.339 3.600 -1.81
C -1.861 -1.890 3.678 -0.70
C -2.477 -2.722 2.823 0.23
Ge -2.090 -2.027 1.028 -0.05
C -1.033 -3.203 -0.134 1.42
C -1.732 -4.491 -0.574 -1.60
C -3.619 -1.062 0.250 1.14
C -4.757 -1.945 -0.268 -1.48
C -3.290 -3.903 3.166 0.58
C -4.002 -4.580 2.179 0.29
C -4.778 -5.687 2.484 -1.36
C -4.846 -6.141 3.792 -0.49
C -4.131 -5.485 4.787 -0.82
C -3.358 -4.380 4.478 -0.68
H 2.381 -2.807 3.398 0.50
H 1.505 -2.779 1.872 0.10
H 0.664 -3.165 3.369 0.40
H 1.797 -0.409 2.567 -0.84
H 1.254 -0.769 4.190 0.62
H -0.821 2.004 2.759 -0.30
H -0.689 1.301 4.352 0.75
H -3.264 1.281 2.652 0.35
H -2.987 2.280 4.084 0.48
H -3.101 0.534 4.228 0.42
H -1.921 -1.991 4.761 0.45
H -0.122 -3.439 0.421 0.36
H -0.747 -2.606 -0.997 -1.18
H -1.974 -5.127 0.277 0.49
H -1.085 -5.069 -1.236 0.44
H -2.657 -4.290 -1.115 0.28
H -3.263 -0.416 -0.553 -0.53
H -3.983 -0.414 1.051 0.16
H -4.415 -2.641 -1.036 0.32
H -5.542 -1.332 -0.713 0.39
H -5.212 -2.522 0.535 0.35
H -3.951 -4.238 1.152 0.73
H -5.327 -6.196 1.702 0.41
H -5.447 -7.005 4.037 0.41
H -4.173 -5.842 5.807 0.41
H -2.799 -3.890 5.264 0.37
C 0.598 -2.226 -3.269 -1.32
N 0.107 -1.208 -4.188 0.42
C 0.040 -1.667 -5.581 -1.26
C -0.528 -0.112 -3.760 -0.13
S -1.293 -0.098 -2.194 -0.39
N -0.683 0.917 -4.599 0.25
C -1.718 1.933 -4.449 -1.15
C 0.236 1.195 -5.703 -1.25
H 1.485 -2.681 -3.710 0.54
H -0.155 -3.002 -3.111 0.57
H 0.865 -1.783 -2.314 0.02
H -0.245 -2.718 -5.566 0.41
H 1.000 -1.575 -6.088 0.37
H -0.721 -1.118 -6.126 0.40
H -2.464 1.617 -3.728 0.31
H -2.193 2.081 -5.419 0.43
H -1.271 2.878 -4.136 0.41
H 1.151 0.625 -5.590 0.35
H 0.480 2.257 -5.667 0.39
H -0.215 0.982 -6.672 0.41
C 3.437 -2.020 -0.527 -0.56
Si 4.066 -0.467 0.294 0.25
C 4.469 -0.722 2.095 -0.74
C 5.611 0.163 -0.540 -1.06
As 2.323 1.176 0.038 -0.08
Si 2.912 2.913 1.569 0.00
C 2.362 2.408 3.275 -0.57
C 1.970 4.420 0.987 -0.84
C 4.754 3.186 1.565 -0.97
Si 2.846 2.118 -2.090 -0.44
C 3.066 0.720 -3.312 -0.64
C 4.359 3.202 -2.051 -1.06
C 1.370 3.147 -2.593 0.05
H 4.130 -2.845 -0.347 0.52
H 3.359 -1.882 -1.607 0.19
H 2.458 -2.317 -0.143 -0.13
H 5.432 -1.238 2.140 0.54
H 3.742 -1.336 2.619 -0.01
H 4.583 0.219 2.635 0.21
H 6.389 -0.595 -0.410 0.45
H 5.974 1.080 -0.074 0.30
H 5.504 0.336 -1.609 0.27
H 1.287 2.240 3.337 -0.09
H 2.614 3.209 3.974 0.48
H 2.867 1.503 3.615 0.27
H 0.909 4.194 0.851 -0.13
H 2.359 4.807 0.043 0.31
H 2.051 5.219 1.728 0.52
H 5.284 2.321 1.970 0.26
H 4.978 4.035 2.216 0.42
H 5.162 3.409 0.580 0.30
H 3.941 0.108 -3.098 0.40
H 3.207 1.144 -4.310 0.45
H 2.195 0.064 -3.338 -0.15
H 5.259 2.671 -1.743 0.33
H 4.230 4.070 -1.403 0.31
H 4.527 3.579 -3.065 0.44
H 0.441 2.573 -2.556 -0.59
H 1.509 3.520 -3.612 0.42
H 1.269 4.014 -1.941 0.30
C -2.076 4.173 1.596 -1.07
As -1.959 2.890 0.142 0.67
C -3.830 2.475 -0.180 -1.22
C -1.694 4.159 -1.304 -0.95
H -2.840 4.904 1.336 0.49
H -1.119 4.682 1.699 0.38
H -2.334 3.699 2.536 0.19
H -4.369 3.407 -0.342 0.57
H -4.263 1.951 0.668 0.34
H -3.913 1.847 -1.066 0.28
H -2.496 4.895 -1.255 0.60
H -1.736 3.644 -2.260 -0.10
H -0.737 4.665 -1.207 0.34